This record from the OMol25 dataset describes C37H30Br2F4N3O12P2Sc as an isolated structure. The level of theory is the ωB97M-V functional and the def2-TZVPD basis.

Geometry as XYZ:
```
91
Properties=species:S:1:pos:R:3
Sc -0.70 0.08 -0.08
O -1.84 -3.60 0.88
C -1.36 -2.50 1.09
O -0.62 -1.87 0.21
C -1.58 -1.80 2.41
C -2.32 -2.50 3.34
C -2.54 -1.98 4.60
C -2.02 -0.75 4.98
C -1.27 -0.07 4.05
C -1.04 -0.53 2.74
O -0.41 0.24 1.88
N -0.71 1.22 4.49
O -1.41 1.92 5.20
O 0.41 1.52 4.11
N -3.33 -2.74 5.58
O -3.43 -2.28 6.70
O -3.80 -3.80 5.22
H -2.72 -3.46 3.07
H -2.20 -0.34 5.96
F 7.07 -0.68 -2.96
C 6.02 -0.52 -2.16
C 5.82 -1.37 -1.09
F 6.69 -2.34 -0.85
C 4.73 -1.18 -0.26
F 4.65 -2.01 0.78
C 3.78 -0.19 -0.48
P 2.26 0.06 0.54
C 2.22 -1.30 1.75
C 2.00 -2.60 1.28
C 1.80 -3.64 2.17
C 1.80 -3.39 3.54
C 2.01 -2.10 4.01
C 2.22 -1.06 3.11
C 2.72 1.53 1.50
C 1.80 2.56 1.67
C 2.14 3.69 2.39
C 3.40 3.81 2.94
C 4.33 2.78 2.78
C 3.99 1.65 2.06
C 4.03 0.68 -1.55
Br 2.96 2.19 -1.89
C 5.13 0.52 -2.38
F 5.36 1.35 -3.39
H 1.96 -2.80 0.22
H 1.63 -4.64 1.80
H 1.63 -4.20 4.24
H 2.00 -1.90 5.07
H 2.36 -0.05 3.49
H 0.80 2.47 1.26
H 1.41 4.48 2.53
H 3.67 4.69 3.51
H 5.32 2.87 3.22
H 4.71 0.85 1.95
C 1.32 -0.17 -6.33
C 0.67 -1.17 -5.41
O -0.23 -0.49 -4.50
P -0.03 -0.69 -2.92
O -1.54 -1.01 -2.38
C -2.06 -2.37 -2.44
C -3.34 -2.36 -3.23
O -0.14 0.86 -2.34
C -0.98 1.84 -3.04
C -0.17 2.68 -4.00
H 1.94 -0.67 -7.07
H 1.95 0.52 -5.76
H 0.56 0.41 -6.85
H 1.42 -1.72 -4.83
H 0.07 -1.90 -5.96
H -2.19 -2.70 -1.42
H -1.30 -3.01 -2.90
H -4.08 -1.72 -2.74
H -3.75 -3.36 -3.30
H -3.17 -1.98 -4.24
H -1.41 2.45 -2.25
H -1.78 1.30 -3.54
H 0.56 3.29 -3.47
H -0.84 3.35 -4.53
H 0.34 2.06 -4.73
Br -5.92 5.53 -1.13
C -5.66 3.69 -0.84
C -6.74 2.82 -0.88
N -6.63 1.51 -0.68
C -5.42 1.02 -0.44
C -4.28 1.81 -0.38
C -4.40 3.18 -0.59
C -2.95 1.20 -0.13
O -1.91 1.92 -0.16
O -2.86 -0.04 0.09
H -7.74 3.21 -1.08
H -5.34 -0.05 -0.27
H -3.52 3.82 -0.54
```

Computed properties:
HOMO-LUMO gap ... 8.6 eV
Highest occupied orbital energy ... -9.0 eV
DFT total energy ... -258130.7892 eV

Now the Löwdin charges, all in e:
1. Sc 1.017
2. O 0.093
3. C -0.548
4. O -0.147
5. C -0.031
6. C 0.087
7. C -0.123
8. C 0.090
9. C -0.051
10. C -0.237
11. O -0.161
12. N -0.326
13. O 0.088
14. O 0.089
15. N -0.356
16. O 0.073
17. O 0.082
18. H 0.136
19. H 0.136
20. F 0.143
21. C -0.137
22. C -0.135
23. F 0.140
24. C -0.205
25. F 0.108
26. C -0.287
27. P 1.099
28. C -0.370
29. C -0.115
30. C -0.064
31. C -0.070
32. C -0.065
33. C -0.077
34. C -0.402
35. C -0.115
36. C -0.066
37. C -0.068
38. C -0.068
39. C -0.082
40. C -0.577
41. Br 0.906
42. C -0.269
43. F 0.079
44. H 0.116
45. H 0.113
46. H 0.106
47. H 0.109
48. H 0.096
49. H 0.094
50. H 0.112
51. H 0.106
52. H 0.106
53. H 0.113
54. C -0.076
55. C -0.286
56. O -0.300
57. P 0.884
58. O -0.359
59. C -0.250
60. C -0.054
61. O -0.430
62. C -0.235
63. C -0.062
64. H 0.082
65. H 0.076
66. H 0.083
67. H 0.099
68. H 0.118
69. H 0.097
70. H 0.118
71. H 0.078
72. H 0.085
73. H 0.078
74. H 0.101
75. H 0.120
76. H 0.056
77. H 0.090
78. H 0.057
79. Br 0.757
80. C -0.665
81. C -0.175
82. N 0.087
83. C -0.061
84. C -0.101
85. C -0.038
86. C -0.550
87. O -0.060
88. O -0.007
89. H 0.106
90. H 0.127
91. H 0.121


This record from the OMol25 dataset describes C37H30BrIrNO2P2 as an isolated structure. The level of theory is the ωB97M-V functional and the def2-TZVPD basis.

Geometry as XYZ:
```
74
Properties=species:S:1:pos:R:3
Ir 0.50 -0.34 0.49
C 1.69 2.14 2.18
P 0.08 1.80 1.36
C -1.25 2.08 2.53
C -1.23 1.31 3.70
C -2.29 1.39 4.60
C -3.36 2.23 4.33
C -3.39 2.98 3.17
C -2.34 2.90 2.26
C -0.01 3.06 0.07
C -0.09 4.40 0.42
C -0.08 5.38 -0.56
C 0.04 5.02 -1.90
C 0.14 3.69 -2.26
C 0.11 2.71 -1.28
C 2.72 1.37 1.41
C 4.06 1.48 1.22
C 4.51 0.30 0.52
C 3.43 -0.49 0.31
C 3.24 -1.89 -0.18
P 1.51 -2.05 -0.79
C 1.52 -1.64 -2.55
C 0.35 -1.15 -3.13
C 0.31 -0.85 -4.48
C 1.44 -1.03 -5.27
C 2.61 -1.51 -4.70
C 2.65 -1.82 -3.35
C 1.02 -3.78 -0.65
C 0.74 -4.27 0.62
C 0.38 -5.60 0.78
C 0.30 -6.44 -0.32
C 0.58 -5.95 -1.59
C 0.94 -4.62 -1.76
N 2.30 0.18 0.80
H 1.90 3.21 2.22
H 1.63 1.77 3.21
H -0.41 0.64 3.91
H -2.27 0.79 5.50
H -4.19 2.29 5.03
H -4.23 3.62 2.95
H -2.38 3.48 1.34
H -0.17 4.69 1.46
H -0.15 6.42 -0.28
H 0.06 5.79 -2.66
H 0.24 3.41 -3.30
H 0.20 1.66 -1.56
H 4.69 2.29 1.55
H 5.53 0.08 0.24
H 3.98 -2.18 -0.92
H 3.32 -2.59 0.65
H -0.54 -1.02 -2.53
H -0.61 -0.48 -4.92
H 1.41 -0.79 -6.32
H 3.49 -1.66 -5.31
H 3.57 -2.21 -2.93
H 0.78 -3.62 1.49
H 0.16 -5.99 1.77
H 0.01 -7.47 -0.20
H 0.51 -6.60 -2.45
H 1.15 -4.24 -2.75
Br -6.05 1.33 1.12
C -4.37 0.62 0.64
C -3.82 0.96 -0.59
C -2.58 0.44 -0.95
C -1.91 -0.39 -0.06
C -2.47 -0.70 1.17
C -3.71 -0.21 1.53
C -1.65 -1.51 2.13
O -2.11 -2.07 3.09
O -0.35 -1.52 1.86
H -4.36 1.61 -1.26
H -2.17 0.68 -1.92
H -1.10 -1.06 -0.48
H -4.12 -0.46 2.50
```

Computed properties:
HOMO-LUMO gap (spin up / spin down) ... 6.9 / 6.9 eV
Highest occupied orbital energy (spin up / spin down) ... -11.1 / -11.1 eV
DFT total energy ... -135896.1002 eV
Net charge ... +1

Now the Löwdin charges, all in e:
1. Ir 1.125
2. C -0.211
3. P 0.966
4. C -0.345
5. C -0.093
6. C -0.051
7. C -0.056
8. C -0.080
9. C -0.085
10. C -0.350
11. C -0.094
12. C -0.057
13. C -0.059
14. C -0.063
15. C -0.102
16. C -0.343
17. C -0.011
18. C -0.011
19. C -0.348
20. C -0.221
21. P 0.965
22. C -0.364
23. C -0.102
24. C -0.063
25. C -0.060
26. C -0.057
27. C -0.074
28. C -0.345
29. C -0.088
30. C -0.057
31. C -0.061
32. C -0.065
33. C -0.072
34. N -0.191
35. H 0.101
36. H 0.098
37. H 0.114
38. H 0.119
39. H 0.115
40. H 0.107
41. H 0.106
42. H 0.116
43. H 0.114
44. H 0.113
45. H 0.110
46. H 0.068
47. H 0.115
48. H 0.114
49. H 0.088
50. H 0.105
51. H 0.075
52. H 0.111
53. H 0.113
54. H 0.114
55. H 0.102
56. H 0.096
57. H 0.114
58. H 0.112
59. H 0.111
60. H 0.104
61. Br 0.815
62. C -0.661
63. C -0.096
64. C -0.056
65. C -0.179
66. C -0.149
67. C -0.044
68. C -0.571
69. O 0.126
70. O -0.224
71. H 0.111
72. H 0.109
73. H 0.058
74. H 0.130


This record from the OMol25 dataset describes C37H30KN3O2P as an isolated structure. The level of theory is the ωB97M-V functional and the def2-TZVPD basis.

Geometry as XYZ:
```
74
Properties=species:S:1:pos:R:3
K 0.93 0.29 0.51
O -2.42 0.07 5.43
C -2.97 1.01 4.64
C -4.15 1.59 5.11
C -4.81 2.55 4.37
C -4.30 2.97 3.15
C -3.13 2.40 2.68
C -2.44 1.42 3.40
C -1.16 0.93 2.76
O -0.85 1.37 1.64
N -0.49 0.02 3.51
N 0.67 -0.39 2.90
C 1.24 -1.44 3.35
C 2.44 -1.99 2.62
C 3.07 -3.13 3.14
C 4.12 -3.69 2.44
C 4.52 -3.10 1.26
C 3.86 -1.95 0.84
N 2.86 -1.40 1.50
H -1.62 -0.30 4.90
H -4.54 1.25 6.06
H -5.72 2.98 4.75
H -4.81 3.72 2.56
H -2.70 2.69 1.74
H 0.83 -2.00 4.19
H 2.70 -3.56 4.06
H 4.61 -4.58 2.82
H 5.33 -3.50 0.66
H 4.15 -1.46 -0.08
C 2.32 2.80 2.29
C 3.34 2.38 1.44
C 3.26 2.64 0.08
C 2.16 3.32 -0.44
C 1.15 3.75 0.41
C 1.23 3.49 1.77
H 2.36 2.56 3.34
H 4.17 1.81 1.84
H 4.04 2.29 -0.58
H 2.08 3.49 -1.50
H 0.28 4.24 0.01
H 0.42 3.77 2.43
C -0.14 -3.22 -6.34
C 0.56 -3.83 -5.30
C 0.79 -3.15 -4.12
C 0.31 -1.85 -3.94
C -0.39 -1.26 -4.98
C -0.61 -1.93 -6.17
P 0.64 -1.08 -2.29
C 0.14 0.68 -2.66
C 0.92 1.41 -3.57
C 0.64 2.73 -3.85
C -0.41 3.37 -3.19
C -1.17 2.67 -2.28
C -0.91 1.33 -2.03
C -0.71 -1.76 -1.25
C -1.99 -1.90 -1.79
C -3.02 -2.40 -1.02
C -2.73 -2.77 0.30
C -1.45 -2.63 0.80
C -0.35 -2.12 0.08
H -0.31 -3.76 -7.26
H 0.93 -4.84 -5.41
H 1.33 -3.63 -3.32
H -0.79 -0.25 -4.86
H -1.17 -1.45 -6.97
H 1.76 0.93 -4.06
H 1.25 3.27 -4.56
H -0.62 4.42 -3.39
H -1.99 3.15 -1.76
H -1.51 0.80 -1.30
H -2.20 -1.63 -2.82
H -4.02 -2.51 -1.42
H -3.52 -3.16 0.93
H -1.31 -2.92 1.84
```

Computed properties:
HOMO-LUMO gap ... 5.7 eV
Highest occupied orbital energy ... -3.6 eV
DFT total energy ... -73036.0623 eV
Net charge ... -1

Now the Löwdin charges, all in e:
1. K 0.642
2. O 0.020
3. C -0.288
4. C -0.037
5. C -0.114
6. C -0.112
7. C -0.041
8. C -0.062
9. C -0.473
10. O -0.158
11. N 0.030
12. N -0.066
13. C -0.109
14. C -0.252
15. C -0.037
16. C -0.083
17. C -0.078
18. C -0.143
19. N 0.069
20. H 0.096
21. H 0.106
22. H 0.092
23. H 0.088
24. H 0.106
25. H 0.114
26. H 0.104
27. H 0.099
28. H 0.094
29. H 0.104
30. C -0.094
31. C -0.112
32. C -0.112
33. C -0.100
34. C -0.089
35. C -0.094
36. H 0.109
37. H 0.103
38. H 0.102
39. H 0.091
40. H 0.103
41. H 0.109
42. C -0.110
43. C -0.101
44. C -0.109
45. C -0.373
46. C -0.104
47. C -0.097
48. P 1.052
49. C -0.399
50. C -0.131
51. C -0.111
52. C -0.109
53. C -0.086
54. C -0.092
55. C -0.500
56. C -0.143
57. C -0.127
58. C -0.126
59. C -0.181
60. C -0.194
61. H 0.092
62. H 0.095
63. H 0.101
64. H 0.098
65. H 0.096
66. H 0.105
67. H 0.098
68. H 0.096
69. H 0.106
70. H 0.103
71. H 0.092
72. H 0.085
73. H 0.085
74. H 0.065


This record from the OMol25 dataset describes C37H30KN4O2PS as an isolated structure. The level of theory is the ωB97M-V functional and the def2-TZVPD basis.

Geometry as XYZ:
```
76
Properties=species:S:1:pos:R:3
K -2.19 1.25 0.97
C -4.51 2.72 -0.04
C -3.93 3.71 0.77
C -4.04 3.30 2.11
C -4.68 2.05 2.13
C -4.97 1.70 0.80
H -4.61 2.76 -1.12
H -3.52 4.66 0.43
H -3.72 3.86 2.98
H -4.95 1.48 3.01
H -5.50 0.81 0.48
N 6.35 -0.66 3.02
C 4.96 -0.69 2.77
C 4.31 0.43 2.29
C 2.95 0.39 1.99
C 2.23 -0.78 2.19
C 2.88 -1.90 2.68
C 4.23 -1.86 2.98
S 0.49 -0.91 1.61
O 2.18 -2.74 -0.77
O -0.11 -1.98 2.43
N -0.11 0.58 2.01
C -0.03 1.01 3.26
N 0.72 0.37 4.20
C 0.74 0.87 5.42
C 0.04 2.02 5.79
C -0.69 2.61 4.76
N -0.73 2.15 3.53
H 6.70 0.27 3.20
H 6.65 -1.30 3.73
H 4.86 1.35 2.14
H 2.44 1.27 1.65
H 2.30 -2.81 2.83
H 4.73 -2.74 3.37
H 1.34 0.33 6.15
H 0.06 2.41 6.79
H -1.27 3.51 4.95
C 3.20 1.28 -2.47
C 2.82 0.08 -3.04
C 1.65 -0.54 -2.62
C 0.85 0.02 -1.62
C 1.25 1.23 -1.07
C 2.41 1.85 -1.48
P -0.77 -0.74 -1.18
C -0.24 -2.62 -1.01
C 0.95 -3.32 -0.78
C 0.95 -4.70 -0.55
C -0.23 -5.42 -0.54
C -1.43 -4.76 -0.75
C -1.41 -3.39 -0.97
C -1.38 -1.01 -2.92
C -1.49 -1.99 -3.87
C -2.02 -1.63 -5.14
C -2.40 -0.35 -5.46
C -2.27 0.69 -4.50
C -2.57 2.07 -4.65
C -2.33 2.92 -3.60
C -1.81 2.49 -2.36
C -1.51 1.16 -2.14
C -1.76 0.31 -3.25
H 4.12 1.77 -2.79
H 3.42 -0.37 -3.83
H 1.34 -1.48 -3.08
H 0.62 1.69 -0.31
H 2.71 2.80 -1.04
H 2.07 -1.79 -0.91
H 1.91 -5.19 -0.37
H -0.21 -6.49 -0.36
H -2.37 -5.30 -0.73
H -2.35 -2.87 -1.11
H -1.19 -3.01 -3.69
H -2.13 -2.41 -5.89
H -2.80 -0.12 -6.44
H -2.97 2.44 -5.59
H -2.57 3.97 -3.73
H -1.66 3.24 -1.59
```

Computed properties:
HOMO-LUMO gap ... 5.7 eV
Highest occupied orbital energy ... -1.4 eV
DFT total energy ... -85359.6542 eV
Net charge ... -2

Now the Löwdin charges, all in e:
1. K 0.716
2. C -0.252
3. C -0.240
4. C -0.248
5. C -0.267
6. C -0.270
7. H 0.073
8. H 0.067
9. H 0.065
10. H 0.068
11. H 0.070
12. N 0.061
13. C -0.344
14. C -0.046
15. C -0.089
16. C -0.349
17. C -0.078
18. C -0.050
19. S 0.818
20. O 0.016
21. O -0.482
22. N -0.334
23. C -0.513
24. N 0.121
25. C -0.168
26. C -0.104
27. C -0.177
28. N 0.104
29. H 0.066
30. H 0.067
31. H 0.100
32. H 0.098
33. H 0.107
34. H 0.098
35. H 0.096
36. H 0.071
37. H 0.096
38. C -0.112
39. C -0.092
40. C -0.102
41. C -0.363
42. C -0.106
43. C -0.093
44. P 0.992
45. C -0.282
46. C -0.330
47. C -0.047
48. C -0.125
49. C -0.122
50. C -0.149
51. C -0.281
52. C -0.084
53. C -0.110
54. C -0.064
55. C -0.188
56. C -0.072
57. C -0.109
58. C -0.122
59. C -0.181
60. C -0.247
61. H 0.086
62. H 0.093
63. H 0.111
64. H 0.092
65. H 0.097
66. H 0.053
67. H 0.103
68. H 0.084
69. H 0.085
70. H 0.096
71. H 0.094
72. H 0.083
73. H 0.092
74. H 0.089
75. H 0.086
76. H 0.083


The evaluated max |F| for the records listed, in turn: 0.418, 0.410, 1.676, 1.366 eV Å⁻¹.
The evaluated relative energy (zero: lowest compared OMol25 entry of this formula, charge and spin) for the records listed, in turn: 8.7, 19.2, 21.7, 41.7 kcal/mol.